Computed, not measured: a structure of composition C3H3CaLiO3 at a distorted geometry, with the ωB97M-V functional and the def2-TZVPD basis.

The geometry in XYZ format:
```
11
C3H3CaLiO3 the ωB97M-V functional and the def2-TZVPD basis
H -0.67 -1.15 0.27
C -1.38 0.87 0.07
C -0.24 -0.08 -0.03
O 0.87 0.38 0.77
C 2.10 0.03 0.47
O 2.30 -0.76 -0.50
O -2.58 0.37 0.00
H -1.20 1.90 -0.30
H 0.12 -0.25 -1.06
Ca 4.32 -0.30 0.30
Li -3.64 -1.01 0.00
```

Values from the calculation:
ΔE to the lowest compared entry with this formula, charge and spin, kJ/mol: 139.7
E, hartree: -1026.6849
E_HOMO (spin up / spin down), eV: -7.645 / -11.278
Kohn-Sham gap (spin up / spin down), eV: 2.46 / 5.98
Expectation value of S²: 0.7532
Multiplicity: 2
Net charge: +1
LUMO level (spin up / spin down), eV: -5.19 / -5.30

Atomic partial charges in e from the Löwdin method, atoms 1 to 2: number 1, H, carries 0.152; number 2, C, carries -0.340

=====

Computed, not measured: a structure of composition C3H3CdO2 at a distorted geometry, with the ωB97M-V functional and the def2-TZVPD basis.

The geometry in XYZ format:
```
9
C3H3CdO2 the ωB97M-V functional and the def2-TZVPD basis
O -0.26 1.05 0.11
C 0.55 -1.34 -0.04
C -1.56 0.40 -0.09
C -0.39 -0.41 0.00
H 2.34 -1.51 0.03
H -2.01 0.63 -1.06
H -2.23 0.52 0.77
O 1.79 -0.68 0.25
Cd 1.76 1.35 0.02
```

Values from the calculation:
ΔE to the lowest compared entry with this formula, charge and spin, kJ/mol: 254.3
E, hartree: -434.0823
E_HOMO (spin up / spin down), eV: -7.671 / -8.042
Kohn-Sham gap (spin up / spin down), eV: 8.46 / 6.54
Expectation value of S²: 0.7523
Multiplicity: 2
LUMO level (spin up / spin down), eV: 0.79 / -1.51

Atomic partial charges in e from the Löwdin method, atoms 1 to 2: number 1, O, carries -0.375; number 2, C, carries -0.179

=====

Computed, not measured: a cluster of 2 separate species, C3H3Cl2F in total at a distorted geometry, with the ωB97M-V functional and the def2-TZVPD basis.

The geometry in XYZ format:
```
9
C3H3Cl2F the ωB97M-V functional and the def2-TZVPD basis
C 1.44 -0.19 0.22
C 0.34 0.31 -0.38
C -0.99 0.40 0.18
F -1.12 0.26 1.48
Cl -2.21 1.25 -0.60
Cl -1.89 -1.82 -0.29
H 2.32 -0.18 -0.35
H 1.53 -0.54 1.13
H 0.58 0.52 -1.38
```

Values from the calculation:
ΔE to the lowest compared entry with this formula, charge and spin, kJ/mol: 178.9
E, hartree: -1136.2692
E_HOMO (spin up / spin down), eV: -9.733 / -9.733
Kohn-Sham gap (spin up / spin down), eV: 7.97 / 7.98
Multiplicity: 1
LUMO level (spin up / spin down), eV: -1.76 / -1.76

Atomic partial charges in e from the Löwdin method, atoms 1 to 2: number 1, C, carries 0.110; number 2, C, carries -0.184

=====

Computed, not measured: an isolated molecule of C3H3Cl2F at a distorted geometry, with the ωB97M-V functional and the def2-TZVPD basis.

The geometry in XYZ format:
```
9
C3H3Cl2F the ωB97M-V functional and the def2-TZVPD basis
C 0.41 1.19 0.00
C 0.40 -0.34 0.05
C -0.70 -1.15 0.01
H 1.10 1.59 -0.70
H 0.49 1.51 1.03
H -0.62 1.19 -0.49
F -0.71 -2.42 -0.02
Cl 1.97 -1.08 0.05
Cl -2.34 -0.50 0.06
```

Values from the calculation:
ΔE to the lowest compared entry with this formula, charge and spin, kJ/mol: 54.4
E, hartree: -1136.3167
E_HOMO, eV: -9.213
Kohn-Sham gap, eV: 10.00
SMILES string: C/C(Cl)=C(/F)Cl
Multiplicity: 1
LUMO level, eV: 0.79

Atomic partial charges in e from the Löwdin method, atoms 1 to 2: number 1, C, carries -0.108; number 2, C, carries -0.729

=====

Computed, not measured: an isolated molecule of C3H3Cl2F3, with the ωB97M-V functional and the def2-TZVPD basis.

The geometry in XYZ format:
```
11
C3H3Cl2F3 the ωB97M-V functional and the def2-TZVPD basis
C -1.12 0.38 0.40
C -0.13 -0.43 -0.42
C 1.33 -0.14 -0.07
H -0.93 0.25 1.44
H -0.29 -0.28 -1.49
H 1.95 -1.01 -0.38
F -0.33 -1.76 -0.12
F 1.78 0.96 -0.72
F 1.47 0.06 1.27
Cl -2.77 -0.16 0.04
Cl -0.95 2.12 0.05
```

Values from the calculation:
ΔE to the lowest compared entry with this formula, charge and spin, kJ/mol: 65.7
E, hartree: -1336.0953
E_HOMO, eV: -11.259
Kohn-Sham gap, eV: 12.14
SMILES string: FC(F)[C@@H](F)C(Cl)Cl
Multiplicity: 1
LUMO level, eV: 0.88

Atomic partial charges in e from the Löwdin method, atoms 1 to 2: number 1, C, carries -1.037; number 2, C, carries -0.373

=====

Computed, not measured: an isolated molecule of C3H3Cl2FN2 at a distorted geometry, with the ωB97M-V functional and the def2-TZVPD basis.

The geometry in XYZ format:
```
11
C3H3Cl2FN2 the ωB97M-V functional and the def2-TZVPD basis
C -1.36 -0.43 1.45
C -0.60 0.18 0.36
C 1.98 0.34 -1.78
H -0.84 1.46 0.48
H 2.43 -0.39 -1.43
H 2.52 1.03 -2.55
N 0.22 -0.58 -0.66
N 0.64 0.57 -1.56
F -1.91 0.59 2.16
Cl -2.81 -1.34 0.89
Cl -0.27 -1.43 2.64
```

Values from the calculation:
ΔE to the lowest compared entry with this formula, charge and spin, kJ/mol: 317.4
E, hartree: -1245.6742
E_HOMO, eV: -10.115
Kohn-Sham gap, eV: 8.93
SMILES string: C=N/N=C/C(F)(Cl)Cl
Multiplicity: 1
LUMO level, eV: -1.18

Atomic partial charges in e from the Löwdin method, atoms 1 to 2: number 1, C, carries -1.186; number 2, C, carries -0.149

=====

Computed, not measured: an isolated molecule of C3H3Cl2NS at a distorted geometry, with the ωB97M-V functional and the def2-TZVPD basis.

The geometry in XYZ format:
```
10
C3H3Cl2NS the ωB97M-V functional and the def2-TZVPD basis
C 0.60 0.89 -0.54
C 1.51 -0.03 -0.39
C -0.66 -0.73 0.72
N -0.59 0.65 0.62
S 0.96 -1.44 0.54
Cl -1.76 -1.49 -0.72
Cl -2.00 1.45 0.03
H 0.65 1.83 -1.14
H 2.55 -0.21 -0.83
H -1.25 -0.91 1.69
```

Values from the calculation:
ΔE to the lowest compared entry with this formula, charge and spin, kJ/mol: 201.1
E, hartree: -1489.3373
E_HOMO, eV: -8.996
Kohn-Sham gap, eV: 9.31
SMILES string: Cl[C@H]1SC=CN1Cl
Multiplicity: 1
LUMO level, eV: 0.31

Atomic partial charges in e from the Löwdin method, atoms 1 to 2: number 1, C, carries -0.164; number 2, C, carries -0.433

=====

Computed, not measured: a structure of composition C3H3Cl2O4P at a distorted geometry, with the ωB97M-V functional and the def2-TZVPD basis.

The geometry in XYZ format:
```
13
C3H3Cl2O4P the ωB97M-V functional and the def2-TZVPD basis
C -0.03 -0.27 -1.24
C 0.30 0.44 0.07
C -0.22 0.22 1.25
O -1.26 -0.93 -1.07
O 0.06 -2.72 0.14
O -2.52 -2.93 0.06
O -1.57 -1.05 1.47
P -1.32 -2.08 0.19
Cl 4.76 8.10 -0.59
Cl 0.15 0.73 2.86
H 0.72 -1.13 -1.24
H -0.13 0.55 -1.99
H 1.07 1.07 0.08
```

Values from the calculation:
ΔE to the lowest compared entry with this formula, charge and spin, kJ/mol: 41.4
E, hartree: -1678.9277
E_HOMO, eV: -2.211
Kohn-Sham gap, eV: 6.81
Multiplicity: 1
Net charge: -2
LUMO level, eV: 4.60

Atomic partial charges in e from the Löwdin method, atoms 1 to 2: number 1, C, carries -0.248; number 2, C, carries -0.128

=====

Computed, not measured: a structure of composition C3H3Cl3 at a distorted geometry, with the ωB97M-V functional and the def2-TZVPD basis.

The geometry in XYZ format:
```
9
C3H3Cl3 the ωB97M-V functional and the def2-TZVPD basis
C -0.59 -0.24 0.81
C -1.48 -1.36 0.88
C 0.43 -0.18 -0.25
Cl -2.62 -1.56 2.08
Cl -1.40 -2.73 -0.10
Cl 2.04 -0.33 0.55
H -0.51 0.55 1.42
H 0.56 0.66 -0.96
H 0.38 -0.97 -0.89
```

Values from the calculation:
ΔE to the lowest compared entry with this formula, charge and spin, kJ/mol: 64.2
E, hartree: -1496.6398
E_HOMO, eV: -9.360
Kohn-Sham gap, eV: 9.70
Multiplicity: 1
LUMO level, eV: 0.34

Atomic partial charges in e from the Löwdin method, atoms 1 to 2: number 1, C, carries -0.230; number 2, C, carries -1.205

=====

Computed, not measured: a cluster of 2 separate species, C3H3Cl3S2 in total at a distorted geometry, with the ωB97M-V functional and the def2-TZVPD basis.

The geometry in XYZ format:
```
11
C3H3Cl3S2 the ωB97M-V functional and the def2-TZVPD basis
C -0.04 -0.97 1.71
C -0.26 1.16 -1.16
C 0.54 0.50 -0.06
S 0.20 -0.42 3.16
S -0.53 -2.50 1.15
Cl -1.55 0.06 -1.82
Cl 1.35 1.67 0.97
Cl 1.54 -0.70 -0.88
H -0.80 2.01 -0.79
H 0.42 1.48 -2.10
H -0.86 -2.30 -0.18
```

Values from the calculation:
ΔE to the lowest compared entry with this formula, charge and spin, kJ/mol: 245.2
E, hartree: -2292.9471
E_HOMO (spin up / spin down), eV: -8.476 / -8.474
Kohn-Sham gap (spin up / spin down), eV: 7.62 / 7.62
Multiplicity: 1
LUMO level (spin up / spin down), eV: -0.86 / -0.86

Atomic partial charges in e from the Löwdin method, atoms 1 to 2: number 1, C, carries -1.202; number 2, C, carries -0.701